Entry 1:
{
  "formula": "C28H48NNaO3S",
  "method": "wB97M-V/def2-TZVPD",
  "symbols": ["Na", "C", "C", "C", "C", "C", "C", "C", "C", "C", "C", "C", "C", "C", "C", "C", "C", "C", "H", "H", "H", "H", "H", "H", "H", "H", "H", "H", "H", "H", "H", "H", "H", "H", "H", "H", "H", "H", "H", "H", "H", "H", "H", "H", "H", "H", "H", "C", "O", "C", "C", "O", "C", "C", "O", "C", "H", "H", "H", "H", "H", "H", "H", "H", "H", "H", "H", "H", "H", "H", "S", "C", "N", "C", "C", "C", "C", "H", "H", "H", "H", "H"],
  "coordinates": [[11.367, 11.693, 8.605], [10.069, 15.463, 8.392], [8.715, 15.190, 8.767], [8.177, 14.353, 7.700], [9.200, 14.289, 6.713], [10.317, 15.019, 7.100], [11.533, 15.335, 6.250], [12.784, 15.518, 7.145], [11.208, 16.686, 5.623], [11.759, 14.242, 5.181], [6.867, 13.578, 7.503], [5.828, 14.469, 6.784], [7.146, 12.339, 6.611], [6.299, 13.056, 8.841], [8.152, 15.787, 10.053], [8.123, 14.754, 11.202], [6.800, 16.435, 9.764], [9.106, 16.918, 10.558], [10.760, 16.049, 8.976], [9.056, 13.838, 5.746], [12.672, 16.299, 7.934], [13.637, 15.818, 6.529], [13.104, 14.577, 7.633], [11.068, 17.413, 6.454], [10.279, 16.680, 5.025], [12.009, 17.083, 4.995], [11.946, 13.260, 5.618], [12.660, 14.502, 4.604], [10.947, 14.137, 4.459], [6.228, 14.833, 5.828], [5.584, 15.368, 7.400], [4.931, 13.917, 6.597], [7.405, 12.616, 5.579], [6.275, 11.652, 6.577], [8.003, 11.807, 7.029], [6.030, 13.832, 9.558], [7.025, 12.411, 9.306], [5.413, 12.418, 8.672], [7.418, 13.934, 11.019], [7.848, 15.165, 12.166], [9.100, 14.288, 11.272], [6.060, 15.676, 9.531], [6.875, 17.095, 8.894], [6.435, 16.992, 10.620], [10.050, 16.456, 10.928], [8.667, 17.448, 11.402], [9.342, 17.675, 9.803], [8.880, 9.300, 9.995], [9.486, 10.593, 10.076], [9.436, 11.132, 11.388], [10.786, 11.466, 11.925], [11.524, 12.129, 10.932], [12.808, 12.526, 11.444], [13.885, 11.741, 10.746], [13.838, 11.908, 9.346], [14.964, 11.185, 8.826], [7.846, 9.298, 10.359], [9.509, 8.585, 10.517], [8.835, 9.050, 8.912], [8.938, 10.406, 12.093], [8.817, 12.059, 11.348], [11.304, 10.526, 12.211], [10.744, 12.035, 12.859], [12.879, 12.314, 12.501], [12.936, 13.598, 11.290], [13.785, 10.671, 10.978], [14.888, 12.002, 11.115], [14.915, 10.124, 9.126], [15.841, 11.660, 9.214], [14.870, 11.266, 7.736], [11.119, 10.426, 6.313], [12.282, 9.230, 6.084], [12.084, 7.978, 6.617], [12.885, 6.895, 6.355], [13.966, 7.080, 5.542], [14.295, 8.338, 5.034], [13.445, 9.403, 5.285], [11.217, 7.847, 7.157], [12.629, 5.920, 6.773], [14.570, 6.213, 5.363], [15.138, 8.499, 4.391], [13.583, 10.367, 4.793]],
  "mulliken_charge": [0.506, -0.226, -0.206, -0.310, -0.510, -0.346, 2.351, -1.367, -1.744, -1.791, 2.485, -1.732, -1.827, -1.450, 2.406, -1.338, -1.811, -2.085, 0.182, 0.024, 0.261, 0.401, 0.101, 0.336, 0.311, 0.444, 0.247, 0.442, 0.281, 0.306, 0.228, 0.498, 0.320, 0.402, 0.287, 0.261, -0.107, 0.493, 0.227, 0.416, 0.035, 0.254, 0.292, 0.468, 0.302, 0.448, 0.378, -0.937, 0.120, -0.190, -0.783, 0.105, -0.819, -0.607, -0.068, -0.826, 0.333, 0.336, 0.180, 0.510, -0.312, 0.376, 0.432, 0.448, 0.297, 0.379, 0.472, 0.321, 0.378, 0.161, -0.278, 0.328, -0.052, -0.329, -0.519, -0.340, -0.514, 0.219, 0.376, 0.381, 0.442, 0.434],
  "orbital_gap_ev": 3.84,
  "energy_ev": -52696.6710,
  "lumo_ha": -0.0344,
  "relative_energy_kj_mol": 0.0,
  "fmax_ha_per_bohr": 0.0377
}

Entry 2:
{
  "formula": "C33H36IMoN2PSe2",
  "method": "wB97M-V/def2-TZVPD",
  "symbols": ["Mo", "C", "C", "C", "C", "C", "C", "C", "C", "N", "C", "C", "C", "C", "N", "C", "C", "C", "C", "C", "C", "C", "C", "H", "H", "H", "H", "H", "H", "H", "H", "H", "H", "H", "H", "H", "H", "H", "H", "H", "H", "H", "H", "H", "H", "H", "H", "Se", "P", "Se", "C", "C", "C", "C", "C", "C", "C", "C", "C", "C", "C", "C", "H", "H", "H", "H", "H", "H", "H", "H", "H", "H", "I", "C", "H", "H"],
  "coordinates": [[9.915, 9.205, 12.187], [12.114, 7.251, 15.167], [11.737, 8.684, 15.638], [12.627, 9.360, 16.473], [12.282, 10.598, 17.052], [11.048, 11.135, 16.799], [10.141, 10.546, 15.939], [8.766, 11.208, 15.815], [10.536, 9.340, 15.329], [9.713, 8.729, 14.387], [8.744, 7.979, 14.767], [8.399, 7.668, 16.181], [8.015, 7.343, 13.625], [7.228, 6.090, 13.785], [8.262, 7.840, 12.456], [7.728, 7.246, 11.264], [8.528, 6.313, 10.596], [9.835, 5.792, 11.173], [7.967, 5.805, 9.431], [6.748, 6.252, 8.961], [6.019, 7.204, 9.610], [6.456, 7.684, 10.837], [5.731, 8.688, 11.635], [11.523, 6.559, 15.681], [13.154, 7.118, 15.473], [12.108, 7.131, 14.083], [13.558, 8.880, 16.664], [12.973, 11.099, 17.708], [10.793, 12.042, 17.330], [8.884, 12.237, 15.623], [8.283, 11.195, 16.817], [8.056, 10.790, 15.107], [8.981, 8.305, 16.840], [8.631, 6.612, 16.369], [7.335, 7.811, 16.309], [6.302, 6.243, 14.308], [7.800, 5.347, 14.452], [7.048, 5.581, 12.841], [10.687, 6.534, 11.143], [10.178, 4.966, 10.564], [9.698, 5.407, 12.231], [8.465, 4.997, 8.909], [6.339, 5.840, 8.065], [4.997, 7.491, 9.324], [5.756, 9.659, 11.080], [6.085, 8.763, 12.677], [4.679, 8.453, 11.717], [9.889, 9.662, 9.640], [11.994, 9.170, 9.783], [12.485, 8.795, 11.895], [13.048, 10.513, 9.245], [14.095, 11.122, 9.937], [14.871, 12.055, 9.267], [14.631, 12.365, 7.951], [13.589, 11.786, 7.255], [12.769, 10.884, 7.909], [12.388, 7.746, 8.731], [13.757, 7.483, 8.459], [14.096, 6.528, 7.506], [13.080, 5.729, 6.985], [11.744, 5.976, 7.258], [11.396, 7.054, 8.088], [14.214, 10.954, 11.011], [15.597, 12.628, 9.774], [15.227, 13.095, 7.445], [13.314, 12.048, 6.246], [11.886, 10.546, 7.361], [14.497, 8.174, 8.822], [15.118, 6.366, 7.219], [13.344, 4.891, 6.336], [10.955, 5.418, 6.734], [10.347, 7.283, 8.307], [8.045, 11.294, 12.233], [10.123, 11.135, 12.816], [10.627, 11.758, 12.095], [10.346, 11.383, 13.871]],
  "mulliken_charge": [-0.186, -1.169, 0.988, -1.267, -1.136, -0.994, 1.921, -1.867, -0.658, 0.822, -0.006, -1.607, 0.417, -1.582, 1.420, -0.614, 1.464, -0.998, -1.000, -0.948, -0.839, 1.421, -1.810, 0.344, 0.416, 0.134, 0.473, 0.468, 0.518, 0.578, 0.481, 0.060, 0.288, 0.449, 0.419, 0.420, 0.403, 0.387, 0.072, 0.487, 0.204, 0.521, 0.489, 0.464, 0.257, 0.198, 0.492, -0.265, 1.518, -0.425, 0.624, -0.306, -0.764, -0.461, -0.735, -0.561, 0.836, -0.638, -0.697, -0.461, -0.659, -0.301, 0.314, 0.461, 0.432, 0.436, 0.296, 0.410, 0.449, 0.399, 0.411, 0.184, 0.246, -0.670, 0.636, 0.495],
  "orbital_gap_ev": [7.07, 6.60],
  "energy_ev": -187710.8356,
  "lumo_ha": [-0.2545, -0.2727],
  "relative_energy_kj_mol": 0.0,
  "s_squared": 2.03,
  "total_charge": 2,
  "multiplicity": 3,
  "fmax_ha_per_bohr": 0.0560
}

Entry 3:
{
  "formula": "CH5OPS",
  "method": "wB97M-V/def2-TZVPD",
  "symbols": ["C", "O", "P", "S", "H", "H", "H", "H", "H"],
  "coordinates": [[1.448, 0.240, 0.213], [0.491, 0.437, -0.794], [-0.916, -0.694, -0.730], [-2.211, 0.300, 0.584], [1.012, 0.354, 1.211], [2.214, 1.002, 0.073], [1.907, -0.752, 0.133], [-1.371, -0.064, -1.892], [-2.576, -0.823, 1.204]],
  "mulliken_charge": [-0.551, -0.337, 0.134, -0.239, 0.269, 0.225, 0.278, 0.060, 0.161],
  "orbital_gap_ev": 10.21,
  "energy_ev": -23289.3083,
  "lumo_ha": 0.0276,
  "relative_energy_kj_mol": 89.7,
  "smiles": "COPS",
  "fmax_ha_per_bohr": 0.0577
}